9
Properties=species:S:1:pos:R:3:forces:R:3:mulliken_charge:R:1 method="wB97M-V/def2-TZVPD" total_energy_ev=-25621.287 orbital_gap_ev="8.02 / 6.78" total_charge=-1 de_lowest_ev=6.5047 homo_energy_ev="-4.030 / -4.100"
C 0.9656 -0.6979 0.2085 -0.9896 -0.9734 -2.1821 0.488
N -1.7133 0.0220 -0.6231 2.1302 1.2751 -2.1290 -0.589
O -0.6191 2.3681 1.4689 0.2580 -0.7734 -0.9617 -0.621
O 0.1781 1.3503 -1.7569 0.6881 0.3215 -2.4347 -0.540
F 2.3232 -0.6171 0.2388 -1.1897 -0.0055 0.0825 -0.223
F 0.4956 -1.0316 1.4004 0.4162 0.1804 0.3694 -0.206
F 0.6193 -1.7979 -0.6275 1.0678 1.0500 0.9425 -0.259
S -0.3366 0.7976 -0.5635 -2.3304 -0.8692 5.0624 0.684
H -1.9128 -0.3935 0.2544 -0.0505 -0.2055 1.2507 0.266

=====

11
Properties=species:S:1:pos:R:3:forces:R:3:mulliken_charge:R:1 method="wB97M-V/def2-TZVPD" total_energy_ev=-21281.337 orbital_gap_ev=10.69 total_charge=0 smiles="O=CN1CC1=O.Cl" de_lowest_ev=2.1861 homo_energy_ev=-10.353
O -0.9611 -0.9705 1.0089 1.1907 -0.2755 0.2361 -0.457
C 0.1997 -0.7060 1.2214 -0.6056 0.6634 0.3448 0.092
N 0.8567 0.3817 0.6790 -0.7306 -1.0048 1.4911 -0.065
C 0.9560 1.1938 -0.5107 -0.5598 1.9255 -1.0694 -0.308
C 2.0885 0.6856 0.2853 -0.4012 -0.0545 -0.4523 0.462
O 3.2231 0.4655 0.4873 1.6427 -0.0827 0.2454 -0.475
H 0.8992 -1.1555 1.9577 -0.5913 -0.4526 -0.2299 0.301
H 0.6707 2.2996 -0.2910 0.1783 -2.0676 -1.1423 0.200
H 0.7515 0.6245 -1.4570 -0.0275 1.2374 0.7033 0.239
Cl -3.4388 0.1889 -0.3869 -0.6129 1.1131 -1.1764 -0.244
H -3.1348 -0.6378 0.4815 0.5173 -1.0016 1.0497 0.254

=====

55
Properties=species:S:1:pos:R:3:forces:R:3:mulliken_charge:R:1 method="wB97M-V/def2-TZVPD" total_energy_ev=-31232.227 orbital_gap_ev=7.57 total_charge=+1 de_lowest_ev=5.9677 homo_energy_ev=-11.908
C 3.8789 -1.4499 -1.2918 -3.5499 1.8898 1.8017 -0.567
C 2.7692 -0.7720 -0.5088 1.3630 -2.3151 -3.0737 -0.243
C 1.2503 -0.9393 -1.1828 -0.7559 1.0437 -0.3462 0.406
N -0.0136 -1.0495 -0.3580 2.2638 0.0403 -8.4793 -0.101
C -1.0270 -1.2162 -1.4686 4.3094 0.8066 1.3998 -0.006
N -2.3305 -1.3361 -1.0552 -0.7684 -0.6122 -1.2801 -0.280
N -0.3789 -1.2065 -2.8355 -1.2065 -0.1020 3.7907 0.055
N 1.0144 -1.0362 -2.7024 -0.7422 0.0849 5.1088 -0.131
H 4.5991 -2.1735 -0.7193 -0.7242 2.3523 -1.2890 0.268
H 3.9024 -1.2446 -2.4586 -0.2350 -1.4943 2.5054 0.221
H 2.9639 -0.2018 0.5030 -1.1573 -1.8546 -1.6898 0.375
H -2.7758 -2.2956 -1.1208 0.6287 1.4803 -0.0280 0.275
H -2.8880 -0.5564 -0.6063 1.5009 -1.3871 -0.7710 0.242
H -0.8794 -1.2817 -3.7487 0.7946 0.1149 1.0487 0.292
H 1.7391 -0.9907 -3.4790 -1.7592 -0.2151 1.3122 0.249
C -0.9807 2.0341 -3.2986 -0.2686 -0.3877 -0.0719 -0.589
C -0.5077 2.3738 -4.6867 -0.2151 -0.7563 -1.3877 0.718
O -0.7483 1.6367 -5.6416 0.3267 0.6825 1.3378 -0.572
C 0.2710 3.6502 -4.8615 0.0127 -0.0922 -0.4885 -1.119
H -1.5284 1.0860 -3.3238 0.0423 0.3143 -0.0340 0.077
H -0.1229 1.9249 -2.6302 -0.0629 0.2204 0.1133 0.068
H -1.6512 2.8158 -2.9329 0.2043 0.0024 0.1240 0.470
H 1.1846 3.6129 -4.2627 -0.1327 0.1624 0.1176 0.308
H -0.3437 4.5039 -4.5653 0.1686 -0.0252 0.1614 0.331
H 0.5470 3.7655 -5.9150 -0.0878 -0.0512 0.2511 0.321
C 0.8141 3.1535 0.8599 0.0225 -0.3047 -0.2501 -0.651
C 1.9826 2.7370 1.7125 0.4025 -0.8523 -0.1165 0.787
O 2.5269 1.6445 1.5603 -0.4885 0.8934 0.1087 -0.537
C 2.4597 3.7089 2.7585 0.3637 -0.4008 0.1386 -1.209
H 0.5801 2.3537 0.1493 0.0547 0.0986 0.1303 -0.093
H -0.0615 3.3289 1.4899 0.1301 0.1246 -0.0310 0.247
H 1.0667 4.0569 0.2990 -0.0854 0.0652 0.1462 0.478
H 1.6573 3.9090 3.4730 -0.0182 0.1680 -0.1699 0.284
H 2.7855 4.6370 2.2822 -0.2075 0.0361 0.0978 0.362
H 3.3085 3.2745 3.2972 -0.1832 0.0862 -0.1427 0.325
C -0.2915 -4.6860 -0.2280 -0.1017 0.2254 -0.3854 -0.992
C -1.7356 -4.7771 0.1873 -0.8780 0.3324 -0.5714 0.888
O -2.6354 -4.3469 -0.5326 0.9036 -0.1266 0.6519 -0.635
C -2.0361 -5.4148 1.5173 -0.5407 0.0680 -0.1574 -1.135
H -0.2258 -4.2032 -1.2088 -0.0170 -0.1222 0.1596 0.146
H 0.2659 -4.0857 0.4954 0.0541 -0.2100 0.0445 0.285
H 0.1377 -5.6884 -0.3020 0.0710 0.1085 0.1719 0.454
H -1.5564 -4.8470 2.3185 0.1380 -0.1914 -0.0406 0.311
H -1.6846 -6.4497 1.5211 0.1429 0.1306 0.1361 0.344
H -3.1184 -5.4116 1.6850 0.2534 -0.0017 -0.0628 0.320
C -2.0976 1.0442 5.0881 -0.1762 0.5195 -0.0299 -1.184
C -1.2023 1.2897 3.9031 -0.0267 1.2284 -0.5374 0.759
O -1.1699 2.3844 3.3433 0.0038 -1.2486 0.6149 -0.542
C -0.3481 0.1442 3.4297 0.2211 0.2910 -0.4045 -0.619
H -2.6549 1.9587 5.3175 0.1403 -0.2087 -0.0658 0.326
H -2.8105 0.2489 4.8566 0.1546 -0.0944 0.1532 0.332
H -1.4953 0.7739 5.9591 -0.1092 -0.1944 -0.0765 0.321
H -0.9831 -0.6913 3.1243 0.0874 -0.0696 0.1987 0.309
H 0.3321 -0.1663 4.2268 -0.1561 -0.1594 -0.0198 0.346
H 0.2458 0.4663 2.5678 -0.1048 -0.0927 0.1758 -0.097

=====

50
Properties=species:S:1:pos:R:3:forces:R:3:mulliken_charge:R:1 method="wB97M-V/def2-TZVPD" total_energy_ev=-72204.186 spin_multiplicity=3 orbital_gap_ev="7.99 / 8.15" total_charge=+2 s_squared=2.01 de_lowest_ev=0.0000 homo_energy_ev="-14.086 / -14.249"
V -0.2072 0.2888 0.0925 -0.0452 0.3673 1.4157 -0.012
O 2.5489 2.0494 1.4324 0.2044 -0.2291 -0.3187 -0.793
C 2.0411 1.3413 0.5672 1.3105 1.5820 -0.1711 0.580
O 1.4501 0.2358 0.7716 2.4524 -1.3458 1.8156 -0.698
C 1.8951 1.7756 -0.8655 0.3527 0.4730 -0.0032 0.566
C 2.6851 2.6675 -1.5697 -0.2121 -0.2072 0.2179 -0.770
C 2.2802 3.0256 -2.8520 -0.2720 -0.2296 0.1424 -0.292
C 1.0877 2.5079 -3.3375 0.0379 -0.1190 0.0850 -0.932
C 0.3506 1.6248 -2.5572 -0.2433 0.1695 -0.4278 0.087
N 0.7558 1.2518 -1.3489 0.8351 0.9768 -1.0713 0.489
H 3.5749 3.0818 -1.1231 0.0742 -0.0299 0.1002 0.515
H 2.8666 3.7101 -3.4474 0.0248 0.0248 -0.0033 0.472
H 0.7179 2.7898 -4.3096 -0.0380 -0.0147 -0.1077 0.440
H -0.6054 1.2294 -2.8858 0.1440 0.0396 -0.0294 0.492
O -3.3843 -0.5339 0.3878 -0.0028 -0.1838 -0.4832 -0.812
C -2.4258 -0.4053 -0.3711 -2.1820 -1.3362 0.1174 0.491
O -1.8100 0.6875 -0.5886 -2.2652 1.7971 -1.0502 -0.521
C -1.7545 -1.5594 -1.0520 0.1290 -0.2610 -0.3503 0.685
C -2.3453 -2.6061 -1.7582 0.0391 0.0052 0.1143 -1.021
C -1.5101 -3.4854 -2.4117 0.0213 0.3584 0.2012 -0.585
C -0.1147 -3.3544 -2.2854 0.0763 0.4270 0.2431 0.963
C 0.7875 -4.2422 -2.9118 0.2571 -0.0249 0.1324 -0.872
C 2.1316 -4.1492 -2.6739 -0.3296 -0.1096 -0.1958 -0.641
C 2.6295 -3.1669 -1.8023 -0.2348 0.3474 0.1472 -0.809
C 1.7914 -2.2448 -1.2278 0.2633 0.0705 0.1399 -0.479
C 0.4066 -2.2959 -1.4728 0.1338 -0.8266 -0.4768 0.497
N -0.4408 -1.3812 -0.9370 -0.3594 -1.3275 -0.3414 0.550
H -3.4202 -2.6888 -1.8060 -0.0433 0.0167 0.0078 0.539
H -1.9123 -4.2804 -3.0203 -0.0775 -0.1017 -0.0540 0.500
H 0.3917 -5.0083 -3.5585 -0.0439 -0.1364 -0.0872 0.434
H 2.8159 -4.8350 -3.1473 0.0430 -0.1001 -0.0329 0.422
H 3.6867 -3.1416 -1.5883 0.0899 0.0518 0.0345 0.466
H 2.1691 -1.5020 -0.5352 0.0303 -0.0669 -0.1515 0.493
N -3.5748 0.4293 2.8230 -0.3135 -0.5764 -0.5543 -0.109
C -2.6825 1.5707 3.0909 0.9367 0.3688 -0.1562 -1.078
P -0.9384 1.1701 2.4789 -0.4478 0.4136 2.0529 1.790
O -0.4440 2.1641 1.4837 0.0378 -0.0322 -0.5906 -0.769
O -1.0015 -0.2555 1.9870 0.0290 -0.2305 -0.2109 -0.795
C 0.2206 1.2820 3.9637 -0.7952 -0.5291 -0.4981 -1.147
N 1.2908 2.2623 3.7098 0.6187 0.3384 -0.3499 -0.128
H -4.5513 0.6301 3.0647 0.2341 -0.0364 0.0509 0.429
H -3.2630 -0.3971 3.3431 -0.2081 0.0984 -0.0976 0.372
H -3.5461 0.1297 1.7702 0.0304 0.1721 0.4479 0.239
H -2.7064 1.8158 4.1541 0.0204 -0.0194 -0.0890 0.478
H -3.0135 2.4445 2.5251 -0.0637 -0.1278 0.0298 0.395
H 0.6651 0.2911 4.0800 -0.0020 0.1067 0.0378 0.369
H -0.3204 1.5369 4.8750 0.1031 0.0154 0.0047 0.482
H 1.9510 2.2903 4.4952 -0.1910 0.1392 -0.1635 0.420
H 0.9067 3.2023 3.5535 0.1828 -0.2144 0.1301 0.383
H 1.8743 2.0470 2.7958 -0.3419 0.0566 0.3979 0.224

=====

9
Properties=species:S:1:pos:R:3:forces:R:3:mulliken_charge:R:1 method="wB97M-V/def2-TZVPD" total_energy_ev=-5217.722 spin_multiplicity=2 orbital_gap_ev="12.31 / 4.34" total_charge=+1 s_squared=0.75 de_lowest_ev=0.6655 homo_energy_ev="-16.868 / -15.633"
C 0.8868 -0.7755 -0.3070 -0.3637 0.2836 -0.6902 -0.417
O 0.6407 0.5934 -0.4990 0.7700 -0.2447 -0.2128 -0.194
H 1.5037 -0.8349 0.6220 0.0008 -0.2324 -0.0161 0.344
H -0.0645 -1.2941 -0.2432 -0.0365 0.0375 0.4629 0.299
H 1.4874 -1.1710 -1.1430 0.3141 0.1002 0.2269 0.347
H 1.4774 1.0415 -0.8159 -0.6769 -0.1013 0.2791 0.440
H -2.2620 1.3838 1.2388 -0.2654 0.3990 0.2889 0.359
H -1.4559 0.5478 0.2978 0.9065 0.1801 -0.9553 0.327
O -2.2136 0.5092 0.8496 -0.6491 -0.4220 0.6166 -0.504